(1)
A 2-piece molecular cluster, C5H13NOS overall at a distorted geometry, computed with the ωB97M-V functional and the def2-TZVPD basis.

As for the SMILES: CC(N)=O.CCSC. The value obtained for the relative energy (zero: lowest compared OMol25 entry of this formula, charge and spin) is 0.337 eV. The LUMO energy comes out at 0.725 eV. The charge is 0. The HOMO-LUMO gap is 9.067 eV.

Each line ends with the Mulliken charge.
Element x y z (Å)
C 1.72247 1.26561 1.56438  -1.158
C 0.85498 1.90285 0.49729  0.771
N 1.53160 2.08190 -0.68975  -0.384
O -0.25792 2.34204 0.65141  -0.621
H 1.11565 0.75411 2.30921  0.236
H 2.33772 2.03849 2.00835  0.356
H 2.37810 0.48466 1.20079  0.395
H 1.18194 2.85777 -1.23253  0.239
H 2.39695 1.62233 -0.88942  0.194
C -0.82692 -1.58254 1.59602  -1.184
C 0.04051 -1.78101 0.37326  0.033
S -0.72197 -1.89484 -1.24802  -0.114
C -1.55927 -0.30462 -1.32164  -0.652
H -1.54260 -0.75215 1.54277  0.323
H -0.25532 -1.48067 2.51369  0.331
H -1.54236 -2.39749 1.75455  0.363
H 0.77601 -0.97561 0.42107  -0.134
H 0.54870 -2.71046 0.50471  0.335
H -2.62420 -0.30621 -1.56673  0.317
H -1.38036 0.38675 -0.50377  0.068
H -1.21757 0.22127 -2.22570  0.285

(2)
C36H66Cl6F16O2 as an isolated structure at a distorted geometry, computed with the ωB97M-V functional and the def2-TZVPD basis.

The value obtained for the relative energy (zero: lowest compared OMol25 entry of this formula, charge and spin) is 3.105 eV. The LUMO energy comes out at 0.120 eV. The charge is 0. The HOMO-LUMO gap is 10.429 eV.

Each line ends with the Mulliken charge.
Element x y z (Å)
C -1.40492 0.97191 -2.30859  -0.883
C -2.62847 0.08546 -1.81047  1.000
C -3.41035 0.80050 -0.69481  0.123
F -3.49270 2.19495 -0.67862  -0.269
F -4.66069 0.30914 -0.55798  -0.262
F -3.39151 -0.17277 -2.88173  -0.298
F -2.31420 -1.15767 -1.24697  -0.287
O -0.58022 1.40197 -1.19355  -0.367
C 0.81072 1.61375 -1.42915  0.878
C 1.52724 1.70830 -0.08349  0.183
F 0.97062 0.85019 0.85643  -0.267
F 2.82471 1.50648 0.04442  -0.246
F 1.30445 0.60804 -2.11677  -0.277
F 0.94395 2.75859 -2.06886  -0.278
H -1.67994 1.79986 -2.96202  0.392
H -0.90980 0.49171 -3.15260  0.444
H -2.87366 0.65793 0.24313  0.222
H 1.22605 2.67226 0.32660  0.188
C 5.97663 9.11546 4.62737  -0.789
C 5.97464 10.17673 5.84174  0.898
C 6.50240 11.52259 5.39960  0.173
F 6.83940 12.16018 6.45119  -0.245
F 7.55694 11.44308 4.50316  -0.278
F 4.68766 10.51472 6.28012  -0.293
F 6.65168 9.53828 6.80666  -0.283
O 5.43567 9.63285 3.40066  -0.387
C 5.21914 8.68522 2.31810  0.843
C 5.17658 9.47473 1.01507  0.198
F 4.74672 8.74757 -0.08063  -0.281
F 4.35288 10.51248 1.05175  -0.218
F 6.23708 7.76677 2.23335  -0.281
F 4.10298 8.01785 2.68052  -0.272
H 5.42474 8.22087 4.91585  0.438
H 6.99176 8.78228 4.41149  0.305
H 5.76542 12.14513 4.89224  0.237
H 6.16373 9.78834 0.67553  0.234
C -3.97572 -8.52088 -0.52416  -1.073
C -5.27825 -7.76678 -0.81085  -0.554
C -6.66498 -8.64252 -0.71017  -0.721
C -6.96523 -9.17025 0.68591  -0.480
C -8.32602 -9.76394 0.91089  -0.511
C -8.38587 -10.49872 2.30983  -1.181
H -3.82665 -9.17180 -1.38565  0.271
H -4.04317 -9.12724 0.37910  0.274
H -3.09649 -7.89083 -0.38961  0.342
H -5.35198 -6.93915 -0.10537  0.317
H -5.30732 -7.28490 -1.78811  0.364
H -6.71946 -9.40666 -1.48555  0.410
H -7.47430 -7.94861 -0.93730  0.329
H -6.31766 -9.93125 1.12137  0.327
H -7.00419 -8.31129 1.35582  0.221
H -8.98227 -8.92346 0.68498  0.343
H -8.35434 -10.44825 0.06294  0.294
H -9.41424 -10.85549 2.36699  0.367
H -7.69701 -11.33213 2.44773  0.356
H -8.25946 -9.75647 3.09798  0.305
C -12.99911 3.72769 0.92368  -1.194
C -11.59589 3.48715 1.43288  -0.433
C -10.43183 3.94407 0.59448  -0.598
C -10.47318 5.45772 0.12846  -0.822
C -10.54272 6.49934 1.34468  -0.508
C -9.09807 6.64616 1.96615  -1.077
H -13.29689 4.75925 0.73579  0.293
H -13.68920 3.29795 1.64976  0.384
H -13.12310 3.16113 0.00078  0.302
H -11.55773 3.98881 2.39983  0.286
H -11.43552 2.44282 1.70075  0.380
H -10.33396 3.29190 -0.27339  0.362
H -9.51192 3.77336 1.15372  0.271
H -9.67001 5.69122 -0.57047  0.420
H -11.41511 5.68146 -0.37234  0.341
H -10.84622 7.40994 0.82817  0.307
H -11.39894 6.19519 1.94675  0.344
H -8.46089 7.08534 1.19854  0.290
H -9.17993 7.50367 2.63403  0.345
H -8.78275 5.74098 2.48511  0.308
C 15.31987 -3.22984 5.71532  -1.122
C 13.93343 -3.04918 5.04285  -0.442
C 13.03152 -1.84918 5.51608  -0.767
C 11.83288 -1.56538 4.62125  -0.501
C 11.35880 -0.09181 5.03589  -0.664
C 10.17370 0.38009 4.05832  -1.065
H 15.74716 -2.24432 5.90043  0.330
H 15.92315 -3.81459 5.02089  0.321
H 15.28596 -3.84897 6.61177  0.285
H 14.10641 -3.03837 3.96672  0.328
H 13.26898 -3.86742 5.32050  0.280
H 13.68416 -0.98535 5.38977  0.340
H 12.83784 -1.92421 6.58611  0.331
H 12.11334 -1.51994 3.56893  0.367
H 11.06865 -2.25881 4.97225  0.297
H 10.94094 -0.16659 6.03983  0.311
H 12.25696 0.52565 5.02312  0.435
H 10.53838 0.29322 3.03482  0.334
H 9.32526 -0.25332 4.31727  0.260
H 9.94021 1.38580 4.40780  0.343
C -3.29618 -2.80056 -8.04797  -1.133
C -3.03124 -4.30537 -7.96246  -0.312
C -1.75539 -4.76117 -8.62483  -0.688
C -0.45831 -4.55489 -7.77541  -0.727
C -0.35704 -5.37034 -6.41687  -0.184
C 0.89365 -4.94658 -5.53238  -1.240
H -2.39368 -2.25026 -7.78195  0.270
H -4.17693 -2.50279 -7.47901  0.337
H -3.63121 -2.57914 -9.06129  0.305
H -3.03889 -4.59426 -6.91147  0.242
H -3.83189 -4.80292 -8.50974  0.319
H -1.69113 -4.46374 -9.67149  0.377
H -1.86420 -5.84562 -8.64041  0.273
H 0.42776 -4.80479 -8.35895  0.384
H -0.37745 -3.47016 -7.70534  0.302
H -1.26388 -5.09015 -5.88093  0.183
H -0.38022 -6.40920 -6.74603  0.284
H 0.87728 -4.05530 -4.90513  0.319
H 0.95286 -5.71824 -4.76482  0.366
H 1.88145 -4.94934 -5.99319  0.326
C 1.17111 5.01126 -7.70208  0.089
Cl 2.69767 4.66345 -8.35349  -0.103
Cl 0.09206 3.56626 -7.72427  -0.119
Cl 0.50893 6.50799 -8.45254  -0.125
H 1.39896 5.27276 -6.66873  0.259
C 6.29187 -3.69937 2.05771  0.087
Cl 7.66256 -4.79498 1.68784  -0.128
Cl 5.96451 -3.70989 3.74279  -0.121
Cl 4.76537 -4.17277 1.42354  -0.117
H 6.49404 -2.68742 1.70672  0.278

(3)
One molecule with the formula C8H14N2O at a distorted geometry, computed with the ωB97M-V functional and the def2-TZVPD basis.

The spin multiplicity is 3. The value obtained for the relative energy (zero: lowest compared OMol25 entry of this formula, charge and spin) is 0.948 eV. Its expectation value of S² is 2.015. The LUMO energy (alpha / beta) comes out at 0.766 / -0.647 eV. The charge is 0. The HOMO-LUMO gap (alpha / beta) is 7.627 / 7.134 eV.

Each line ends with the Mulliken charge.
Element x y z (Å)
C 0.50302 -1.04756 0.67388  0.268
C -0.28851 -0.07786 0.24534  -1.176
C 2.18504 1.06384 -0.30776  0.203
C -2.64955 -0.84559 0.28693  -1.742
C -1.88043 0.75630 -1.47187  -1.657
C -1.94829 1.46637 1.00195  -1.412
C 3.92754 -0.77373 -0.52233  -0.848
C -1.64400 0.39878 0.03430  2.020
N 1.88600 -1.13316 0.61611  -0.302
N 2.78622 -0.09928 0.03370  0.101
O 2.59580 2.04834 -0.86641  -0.467
H 0.07977 -1.84262 1.27193  0.341
H -2.57488 -1.34882 -0.64609  0.412
H -2.45137 -1.32484 1.21582  0.490
H -3.66864 -0.54955 0.63667  0.344
H -1.37914 0.00719 -2.08601  0.414
H -1.50331 1.76618 -1.62140  0.447
H -2.96244 0.82764 -1.66224  0.370
H -2.75520 2.16570 0.65440  0.352
H -1.10834 2.16534 1.15680  0.339
H -2.23558 0.95917 2.06712  0.278
H 4.14778 -1.64078 0.05754  0.315
H 3.72354 -1.09256 -1.54213  0.291
H 4.82125 -0.15342 -0.55649  0.340
H 2.39372 -1.69510 1.33022  0.280

(4)
C29H23IN2O4PRh as an isolated structure, computed with the ωB97M-V functional and the def2-TZVPD basis.

The spin multiplicity is 5. The value obtained for the relative energy (zero: lowest compared OMol25 entry of this formula, charge and spin) is 0.000 eV. Its expectation value of S² is 6.018. The LUMO energy (alpha / beta) comes out at -0.473 / -0.776 eV. The charge is 0. The HOMO-LUMO gap (alpha / beta) is 6.158 / 7.951 eV.

Each line ends with the Mulliken charge.
Element x y z (Å)
Rh -1.45740 0.58909 -0.21526  -1.041
I -1.16392 2.93369 1.16969  0.063
C -0.24823 2.25369 2.93252  -0.266
C -0.83643 2.75898 4.06470  -0.695
C -0.28028 2.54217 5.33821  -0.773
C 0.89828 1.87392 5.43134  -0.836
C 1.53451 1.34894 4.28030  1.029
C 2.79796 0.73467 4.44421  -0.746
C 3.47180 0.23395 3.37349  -1.356
C 2.84747 0.24806 2.11815  0.062
C 1.60426 0.79404 1.90165  0.792
P 0.90221 0.36420 0.24483  1.474
C 1.33237 -1.39602 0.12316  1.094
C 0.45874 -2.30220 0.71348  -0.925
C 0.72974 -3.65858 0.68096  -0.727
C 1.86745 -4.12357 0.03846  -0.516
C 2.73473 -3.22486 -0.56623  -0.840
C 2.47156 -1.86394 -0.51943  -0.109
C 2.00402 1.25180 -0.89584  0.967
C 2.70051 2.38178 -0.46474  -0.670
C 3.46534 3.11694 -1.35653  -0.709
C 3.55013 2.72687 -2.68465  -0.561
C 2.85132 1.60986 -3.12035  -0.882
C 2.06987 0.88042 -2.23900  -0.314
C 0.93835 1.45426 2.98808  0.590
H -1.72785 3.36348 3.98164  0.388
H -0.77288 2.94165 6.21293  0.392
H 1.38410 1.73540 6.38868  0.367
H 3.21959 0.69063 5.43963  0.379
H 4.45021 -0.21203 3.48368  0.427
H 3.35809 -0.23205 1.29424  0.457
H -0.45192 -1.94731 1.18972  0.252
H 0.04333 -4.35361 1.14694  0.419
H 2.07457 -5.18439 0.00025  0.400
H 3.61572 -3.58097 -1.08279  0.423
H 3.14976 -1.17109 -1.00405  0.414
H 2.65676 2.69320 0.57023  0.338
H 3.99539 3.99380 -1.01001  0.434
H 4.15685 3.29230 -3.37884  0.397
H 2.90232 1.30477 -4.15707  0.436
H 1.49018 0.03580 -2.59253  0.474
C -4.58978 -2.24202 0.30309  -1.310
C -4.06444 -1.53163 -0.89217  -0.088
N -2.99033 -0.81994 -0.92704  -0.249
C -2.81070 -0.26439 -2.29981  2.101
C -3.99475 -0.83813 -3.02059  -0.596
N -4.70172 -1.56370 -2.09419  0.028
C -4.46695 -0.80734 -4.39018  0.445
O -3.61469 -0.36338 -5.30971  -0.570
O -5.60268 -1.16584 -4.64951  -0.652
C -1.42653 -0.68396 -2.86659  0.269
O -1.30797 -0.90057 -4.07600  -0.885
O -0.50811 -0.66439 -2.00414  -0.204
H -4.17059 -1.79161 1.19879  0.285
H -4.29486 -3.29146 0.26947  0.267
H -5.67693 -2.19342 0.34662  0.410
H -5.55787 -2.04490 -2.31998  0.267
H -2.68722 -0.47409 -4.95743  0.464
C -2.64257 1.23577 -2.04167  -1.171
H -2.12309 1.78085 -2.82494  0.327
H -3.55680 1.72640 -1.70785  0.358